No. 1
Molecular formula: C2H5OP
Method: DFT, the ωB97M-V functional and the def2-TZVPD basis

Calculated values
Structure (SMILES): O=[PH]1CC1
Total energy in eV: -13489.8545
Gap between HOMO and LUMO in Eh: 0.3974
Charge: 0

Positions of all 9 atoms, in Å:
O1 0.408 2.136 -0.786
P1 -0.055 0.731 -0.744
C1 -0.675 -0.203 0.701
C2 0.720 -0.606 0.069
H1 -0.534 0.316 -1.963
H2 -1.468 -0.920 0.790
H3 -0.717 0.247 1.662
H4 1.338 -0.264 0.813
H5 0.982 -1.436 -0.543

How positive or negative is each atom? The natural (NBO) charges in e answer that: atom 1 (O): -1.05, atom 2 (P): 1.67, atom 3 (C): -0.74, atom 4 (C): -0.80, atom 5 (H): -0.07, atom 6 (H): 0.24, atom 7 (H): 0.25, atom 8 (H): 0.25, atom 9 (H): 0.25



No. 2
Molecular formula: C14H22FN3O4S
Method: DFT, the ωB97M-V functional and the def2-TZVPD basis

Calculated values
Structure (SMILES): COCN(CCCNCc1ccccc1O)S(=O)(=O)F.CC#N
Total energy in eV: -41083.7681
Gap between HOMO and LUMO in Eh: 0.3385
Charge: 0

Positions of all 45 atoms, in Å:
C1 5.679 0.282 1.263
O1 5.184 0.722 -0.024
C2 3.770 0.523 0.036
N1 3.036 1.121 -1.095
C3 1.575 0.736 -0.872
C4 1.123 -0.289 -1.972
C5 -0.076 -1.237 -1.553
N2 -0.299 -1.359 -0.093
C6 -1.710 -1.173 0.297
C7 -2.161 0.314 0.399
C8 -2.384 1.197 -0.765
C9 -2.849 2.582 -0.632
C10 -3.111 3.171 0.685
C11 -2.884 2.323 1.852
C12 -2.417 0.933 1.715
O2 -2.233 0.222 2.908
S1 3.029 2.834 -0.981
O3 4.367 3.331 -1.176
O4 2.405 3.303 0.241
F1 2.124 3.297 -2.275
H1 6.720 -0.104 1.138
H2 5.053 -0.582 1.641
H3 5.595 1.087 2.044
H4 3.596 -0.595 0.007
H5 3.428 0.904 1.049
H6 0.893 1.624 -0.937
H7 1.512 0.360 0.178
H8 1.976 -0.893 -2.397
H9 0.751 0.327 -2.845
H10 0.193 -2.273 -1.923
H11 -1.011 -0.971 -2.124
H12 0.014 -2.288 0.189
H13 -1.807 -1.597 1.340
H14 -2.412 -1.778 -0.364
H15 -2.204 0.830 -1.801
H16 -3.035 3.241 -1.518
H17 -3.467 4.222 0.819
H18 -3.089 2.743 2.872
H19 -1.295 0.250 3.172
C13 -4.019 -4.761 0.674
C14 -3.752 -4.143 -0.622
N3 -3.535 -3.648 -1.636
H20 -5.090 -4.859 0.856
H21 -3.584 -5.760 0.736
H22 -3.601 -4.171 1.491

How positive or negative is each atom? The natural (NBO) charges in e answer that: atom 1 (C): -0.27, atom 2 (O): -0.53, atom 3 (C): 0.08, atom 4 (N): -0.63, atom 5 (C): -0.26, atom 6 (C): -0.43, atom 7 (C): -0.23, atom 8 (N): -0.65, atom 9 (C): -0.26, atom 10 (C): -0.07, atom 11 (C): -0.21, atom 12 (C): -0.23, atom 13 (C): -0.21, atom 14 (C): -0.25, atom 15 (C): 0.29, atom 16 (O): -0.72, atom 17 (S): 2.44, atom 18 (O): -0.87, atom 19 (O): -0.90, atom 20 (F): -0.47, atom 21 (H): 0.21, atom 22 (H): 0.16, atom 23 (H): 0.19, atom 24 (H): 0.19, atom 25 (H): 0.17, atom 26 (H): 0.24, atom 27 (H): 0.22, atom 28 (H): 0.22, atom 29 (H): 0.21, atom 30 (H): 0.19, atom 31 (H): 0.20, atom 32 (H): 0.36, atom 33 (H): 0.22, atom 34 (H): 0.20, atom 35 (H): 0.22, atom 36 (H): 0.22, atom 37 (H): 0.23, atom 38 (H): 0.23, atom 39 (H): 0.49, atom 40 (C): -0.73, atom 41 (C): 0.30, atom 42 (N): -0.34, atom 43 (H): 0.26, atom 44 (H): 0.26, atom 45 (H): 0.26



No. 3
Molecular formula: C3H4CdO4
Method: DFT, the ωB97M-V functional and the def2-TZVPD basis

Calculated values
Total energy in eV: -15927.8067
Gap between HOMO and LUMO in Eh: 0.3204
Charge: 0

Positions of all 12 atoms, in Å:
O1 -1.476 -0.959 1.086
C1 -2.116 -0.829 -0.081
C2 -0.231 -0.220 1.020
O2 -3.281 -1.111 -0.233
O3 -1.343 -0.269 -0.998
C3 0.065 -0.168 -0.465
H1 0.529 -0.757 1.597
H2 -0.420 0.761 1.481
H3 0.522 -1.130 -0.756
O4 3.012 1.621 -1.082
H4 3.551 1.628 -0.292
Cd1 1.187 1.432 -1.277

How positive or negative is each atom? The natural (NBO) charges in e answer that: atom 1 (O): -0.49, atom 2 (C): 0.96, atom 3 (C): -0.13, atom 4 (O): -0.60, atom 5 (O): -0.52, atom 6 (C): -0.45, atom 7 (H): 0.21, atom 8 (H): 0.18, atom 9 (H): 0.20, atom 10 (O): -1.32, atom 11 (H): 0.48, atom 12 (Cd): 1.49



No. 4
Molecular formula: C2H7N3O3
Method: DFT, the ωB97M-V functional and the def2-TZVPD basis

Calculated values
Total energy in eV: -12798.6401
Gap between HOMO and LUMO in Eh: 0.3464
Charge: 0

Positions of all 15 atoms, in Å:
C1 2.242 0.203 0.597
C2 0.575 -0.294 0.455
N1 0.403 -1.580 0.244
N2 -0.278 0.646 0.792
N3 -1.653 0.532 0.909
O1 2.313 1.003 1.465
O2 2.935 -0.467 -0.161
O3 0.664 0.646 -1.743
H1 1.486 0.931 -1.396
H2 1.210 -2.231 0.307
H3 -0.048 1.602 0.607
H4 -2.024 1.253 1.594
H5 -2.107 0.650 -0.024
H6 -0.510 -2.004 -0.095
H7 0.982 0.261 -2.509

How positive or negative is each atom? The natural (NBO) charges in e answer that: atom 1 (C): 0.78, atom 2 (C): 0.43, atom 3 (N): -0.77, atom 4 (N): -0.39, atom 5 (N): -0.68, atom 6 (O): -0.65, atom 7 (O): -0.72, atom 8 (O): -0.93, atom 9 (H): 0.48, atom 10 (H): 0.44, atom 11 (H): 0.40, atom 12 (H): 0.38, atom 13 (H): 0.36, atom 14 (H): 0.40, atom 15 (H): 0.47



No. 5
Molecular formula: C6H9N3O2
Method: DFT, the ωB97M-V functional and the def2-TZVPD basis

Calculated values
Total energy in eV: -14925.9052
Gap between HOMO and LUMO in Eh: 0.2891
Charge: 0

Positions of all 20 atoms, in Å:
C1 0.867 1.678 0.043
C2 -0.443 1.027 0.128
C3 2.743 0.127 -0.225
C4 -1.635 2.096 0.219
C5 -1.091 -2.360 -0.562
C6 -1.657 -1.094 0.063
N1 1.960 0.999 0.003
N2 -0.479 -0.216 0.116
N3 3.765 -0.527 0.360
O1 4.779 0.149 0.157
O2 3.685 -1.683 0.684
H1 0.919 2.749 -0.048
H2 -2.433 1.899 -0.560
H3 -2.410 2.018 1.012
H4 -1.256 3.064 0.145
H5 -0.572 -2.168 -1.588
H6 -1.926 -2.999 -0.719
H7 -0.326 -2.652 0.163
H8 -2.000 -1.376 1.013
H9 -2.490 -0.732 -0.404

How positive or negative is each atom? The natural (NBO) charges in e answer that: atom 1 (C): -0.05, atom 2 (C): 0.25, atom 3 (C): 0.36, atom 4 (C): -0.71, atom 5 (C): -0.59, atom 6 (C): -0.25, atom 7 (N): -0.24, atom 8 (N): -0.40, atom 9 (N): 0.44, atom 10 (O): -0.39, atom 11 (O): -0.35, atom 12 (H): 0.21, atom 13 (H): 0.23, atom 14 (H): 0.24, atom 15 (H): 0.22, atom 16 (H): 0.21, atom 17 (H): 0.20, atom 18 (H): 0.22, atom 19 (H): 0.20, atom 20 (H): 0.18



No. 6
Molecular formula: C2H2O2Sm
Method: DFT, the ωB97M-V functional and the def2-TZVPD basis

Calculated values
Total energy in eV: -24093.1720
Multiplicity: 8
Gap between HOMO and LUMO (spin up / spin down) in Eh: 0.2738 / 0.3193
Charge: +1

Positions of all 7 atoms, in Å:
C1 -0.947 0.642 -0.007
C2 -1.219 1.810 0.075
O1 3.889 -1.662 -0.041
Sm1 1.698 -1.780 -0.085
H1 -1.494 2.848 0.111
O2 -0.582 -0.628 -0.029
H2 -1.346 -1.230 -0.023

How positive or negative is each atom? The Löwdin charges in e answer that: atom 1 (C): -0.25, atom 2 (C): 0.17, atom 3 (O): -0.59, atom 4 (Sm): 1.61, atom 5 (H): 0.06, atom 6 (O): -0.13, atom 7 (H): 0.15



No. 7
Molecular formula: C6H13N3O
Method: DFT, the ωB97M-V functional and the def2-TZVPD basis

Calculated values
Total energy in eV: -12929.9267
Gap between HOMO and LUMO in Eh: 0.3925
Charge: +2

Positions of all 23 atoms, in Å:
C1 -1.413 -0.768 0.167
C2 1.880 -0.691 0.316
C3 -0.661 -2.712 -1.250
C4 -2.759 1.053 0.590
C5 1.356 1.069 -1.214
C6 1.993 1.478 1.165
N1 -0.830 -1.622 -0.369
N2 -1.650 0.138 0.952
N3 1.590 0.527 0.185
O1 2.147 -1.764 0.530
H1 0.277 -3.244 -0.934
H2 -1.503 -3.433 -0.987
H3 -0.540 -2.568 -2.238
H4 -2.992 0.997 -0.460
H5 -2.554 2.074 0.768
H6 -3.589 0.954 1.280
H7 0.827 1.913 -1.264
H8 2.336 1.444 -1.488
H9 1.118 0.252 -1.974
H10 2.876 1.103 1.698
H11 2.394 2.382 0.717
H12 1.197 1.516 1.882
H13 -1.500 -0.097 1.928

How positive or negative is each atom? The natural (NBO) charges in e answer that: atom 1 (C): 0.74, atom 2 (C): 1.01, atom 3 (C): -0.45, atom 4 (C): -0.43, atom 5 (C): -0.40, atom 6 (C): -0.43, atom 7 (N): -0.28, atom 8 (N): -0.57, atom 9 (N): -0.43, atom 10 (O): -0.27, atom 11 (H): 0.26, atom 12 (H): 0.27, atom 13 (H): 0.26, atom 14 (H): 0.24, atom 15 (H): 0.25, atom 16 (H): 0.26, atom 17 (H): 0.25, atom 18 (H): 0.25, atom 19 (H): 0.25, atom 20 (H): 0.26, atom 21 (H): 0.27, atom 22 (H): 0.24, atom 23 (H): 0.46



No. 8
Molecular formula: C15H15N3O5S2
Method: DFT, the ωB97M-V functional and the def2-TZVPD basis

Calculated values
Structure (SMILES): CCOC(=O)[C@@H](C)Sc1nnc(NC(=O)c2ccc3c(c2)OCO3)s1
Total energy in eV: -52176.3785
Gap between HOMO and LUMO in Eh: 0.3107
Charge: 0

Positions of all 40 atoms, in Å:
C1 -2.154 -1.552 -7.951
C2 -0.876 -1.773 -7.155
O1 -1.109 -1.646 -5.750
C3 -1.579 -2.716 -5.112
O2 -1.829 -3.770 -5.630
C4 -1.741 -2.421 -3.631
C5 -2.548 -3.485 -2.914
S1 -0.032 -2.310 -2.948
C6 -0.353 -1.332 -1.560
N1 -1.519 -0.879 -1.235
N2 -1.509 -0.143 -0.129
C7 -0.338 -0.031 0.399
N3 -0.091 0.681 1.538
C8 1.172 0.766 2.071
O3 2.104 0.195 1.540
C9 1.304 1.564 3.310
C10 2.434 1.329 4.088
C11 2.671 2.015 5.272
C12 1.738 2.956 5.642
C13 0.607 3.210 4.857
C14 0.362 2.533 3.691
O4 -0.137 4.194 5.444
C15 0.552 4.554 6.623
O5 1.722 3.769 6.733
S2 0.940 -0.867 -0.457
H1 -1.932 -1.592 -9.014
H2 -2.583 -0.582 -7.714
H3 -2.878 -2.328 -7.714
H4 -0.470 -2.770 -7.357
H5 -0.129 -1.011 -7.386
H6 -2.163 -1.425 -3.494
H7 -2.620 -3.242 -1.858
H8 -3.549 -3.527 -3.337
H9 -2.080 -4.458 -3.038
H10 -0.892 1.099 1.988
H11 3.137 0.585 3.746
H12 3.543 1.827 5.874
H13 -0.503 2.781 3.099
H14 -0.094 4.377 7.497
H15 0.826 5.619 6.581

How positive or negative is each atom? The natural (NBO) charges in e answer that: atom 1 (C): -0.63, atom 2 (C): -0.07, atom 3 (O): -0.50, atom 4 (C): 0.78, atom 5 (O): -0.59, atom 6 (C): -0.41, atom 7 (C): -0.62, atom 8 (S): 0.31, atom 9 (C): -0.17, atom 10 (N): -0.32, atom 11 (N): -0.30, atom 12 (C): 0.19, atom 13 (N): -0.61, atom 14 (C): 0.68, atom 15 (O): -0.60, atom 16 (C): -0.17, atom 17 (C): -0.14, atom 18 (C): -0.26, atom 19 (C): 0.25, atom 20 (C): 0.30, atom 21 (C): -0.26, atom 22 (O): -0.49, atom 23 (C): 0.23, atom 24 (O): -0.47, atom 25 (S): 0.43, atom 26 (H): 0.22, atom 27 (H): 0.21, atom 28 (H): 0.22, atom 29 (H): 0.20, atom 30 (H): 0.19, atom 31 (H): 0.27, atom 32 (H): 0.23, atom 33 (H): 0.22, atom 34 (H): 0.22, atom 35 (H): 0.43, atom 36 (H): 0.24, atom 37 (H): 0.24, atom 38 (H): 0.22, atom 39 (H): 0.16, atom 40 (H): 0.16